(1)
{
  "formula": "C22H19F6N7O4PdS3",
  "method": "ωB97M-V/def2-TZVPD",
  "spin_multiplicity": 5,
  "total_charge": 2,
  "homo_ev": [-13.67, -14.53],
  "s_squared": 6.1296,
  "orbital_gap_ev": [6.221, 4.650],
  "elements": ["Pd", "C", "C", "C", "C", "C", "C", "N", "C", "C", "C", "C", "C", "C", "N", "N", "C", "C", "C", "C", "C", "N", "H", "H", "H", "H", "H", "H", "H", "H", "H", "H", "H", "H", "H", "F", "C", "F", "F", "S", "O", "O", "N", "S", "O", "O", "C", "F", "F", "F", "S", "C", "N", "C", "C", "N", "H", "H", "H", "H", "H", "H"],
  "xyz": [[0.027179, 0.447403, 0.406373], [-2.658621, -0.018397, -4.522527], [-1.526921, -0.835597, -4.485427], [-0.519421, -0.600697, -3.582127], [-0.630021, 0.481303, -2.667727], [-1.784221, 1.299303, -2.712127], [-2.764021, 1.061903, -3.647227], [0.349679, 0.723703, -1.763727], [1.653579, 0.924503, -1.991427], [2.182479, 1.247903, -3.259127], [3.541179, 1.428903, -3.413027], [4.403579, 1.303503, -2.322027], [3.916979, 0.996903, -1.055727], [2.549879, 0.821003, -0.869627], [1.969179, 0.575703, 0.335473], [2.646679, 0.395203, 1.413873], [1.979679, 0.201603, 2.540373], [2.598779, 0.312403, 3.808673], [1.820779, 0.243203, 4.936673], [0.443879, 0.025403, 4.821773], [-0.103521, -0.143897, 3.560573], [0.634179, -0.081997, 2.460873], [-3.449221, -0.225297, -5.227327], [-1.436321, -1.655497, -5.183227], [0.366379, -1.218597, -3.552027], [-1.843821, 2.125203, -2.018927], [-3.618321, 1.720203, -3.707127], [1.501479, 1.346703, -4.090927], [3.939879, 1.661903, -4.389027], [5.463279, 1.454603, -2.457327], [4.573579, 0.894303, -0.206027], [3.656179, 0.524703, 3.842173], [2.258679, 0.380003, 5.915073], [-0.196221, -0.010097, 5.687373], [-1.164921, -0.341497, 3.447473], [-3.810921, 2.465503, -0.284527], [-4.159821, 1.898803, 0.867973], [-4.518621, 2.842403, 1.717573], [-5.169221, 1.078803, 0.644073], [-2.673521, 0.969603, 1.539173], [-2.091221, 0.322803, 0.355773], [-3.097821, 0.045503, 2.528973], [-1.703121, 2.030703, 2.157073], [-0.703421, 2.886803, 1.294273], [0.654879, 2.573803, 1.662573], [-0.960521, 2.762903, -0.120227], [-1.024021, 4.664703, 1.795573], [-2.267421, 4.961403, 1.454173], [-0.188121, 5.463403, 1.157373], [-0.870421, 4.796403, 3.099373], [0.637279, -1.984097, -0.655427], [0.349779, -3.547397, -0.044327], [0.950379, -4.613897, -0.551127], [0.536779, -5.841997, 0.107073], [-0.509121, -5.337297, 1.122973], [-0.465421, -3.888997, 0.942573], [1.649779, -4.580197, -1.273227], [1.393379, -6.317997, 0.590673], [0.113579, -6.541997, -0.617527], [-0.247021, -5.600397, 2.149373], [-1.508821, -5.719297, 0.903273], [-1.098821, -3.255897, 1.403573]],
  "atomic_forces_ev_per_a": [[-1.4, -2.7, 0.1], [-0.3, 0.1, 0.0], [1.1, -0.5, 0.3], [-0.3, -0.6, -0.5], [0.4, 0.0, -0.1], [-0.8, 0.6, -0.1], [0.2, 0.5, 0.6], [0.8, 0.3, -1.2], [-1.0, -0.2, 0.4], [0.7, 0.2, -0.4], [-1.0, -0.1, -0.4], [0.2, -0.1, 0.8], [-0.1, 0.0, -0.2], [1.4, 0.0, -0.3], [1.8, -0.1, 2.5], [1.8, 0.7, -3.4], [-2.6, -0.8, 2.6], [0.2, 0.1, -1.5], [-0.9, -0.1, 0.5], [1.0, 0.2, 0.2], [0.0, -0.3, -0.4], [0.5, 0.4, 0.1], [-0.1, 0.0, -0.1], [0.0, 0.0, 0.0], [0.0, 0.0, 0.0], [-0.1, 0.0, 0.0], [0.0, 0.0, 0.1], [0.0, 0.0, -0.1], [0.0, 0.0, -0.1], [0.1, 0.0, 0.0], [0.1, 0.0, 0.0], [0.1, 0.0, 0.1], [0.1, 0.0, 0.0], [0.0, 0.0, 0.1], [0.2, 0.0, -0.1], [0.1, 0.1, -0.1], [-0.1, 0.1, 0.0], [0.1, -0.1, 0.1], [0.2, -0.2, 0.2], [-0.4, -0.2, -0.2], [-0.7, 0.1, -0.3], [-0.5, 0.1, 0.5], [-0.4, 0.5, 0.3], [-0.1, 0.7, 0.1], [0.1, 0.6, 0.4], [-0.1, 0.8, -0.4], [-0.2, -0.1, 0.0], [-0.1, -0.1, 0.0], [0.1, -0.3, 0.0], [0.1, -0.1, 0.0], [-0.1, 0.4, -0.1], [0.0, 0.6, 0.0], [0.0, -0.1, -0.1], [0.1, -0.5, 0.1], [-0.2, -0.4, 0.3], [0.0, -0.1, 0.0], [-0.1, 0.2, 0.0], [-0.1, 0.0, 0.0], [0.0, 0.1, 0.1], [-0.1, 0.0, -0.1], [0.1, 0.0, 0.1], [0.1, 0.1, -0.2]]
}



(2)
{
  "formula": "C45H59BrClIrN2O5P2S6Si",
  "method": "ωB97M-V/def2-TZVPD",
  "spin_multiplicity": 2,
  "total_charge": 1,
  "homo_ev": [-10.43, -10.84],
  "s_squared": 0.7826,
  "orbital_gap_ev": [5.736, 5.568],
  "elements": ["Ir", "O", "Cl", "O", "O", "O", "C", "S", "C", "C", "C", "N", "P", "C", "C", "C", "C", "C", "C", "C", "C", "C", "C", "C", "C", "P", "C", "C", "C", "C", "C", "C", "C", "C", "C", "C", "C", "C", "H", "H", "H", "H", "H", "H", "H", "H", "H", "H", "H", "H", "H", "H", "H", "H", "H", "H", "H", "H", "H", "H", "H", "H", "H", "H", "H", "H", "H", "C", "C", "C", "C", "Si", "Br", "C", "C", "C", "C", "C", "C", "C", "C", "H", "H", "H", "H", "H", "H", "H", "H", "H", "H", "H", "H", "H", "H", "H", "H", "H", "H", "H", "H", "H", "H", "H", "H", "H", "H", "H", "C", "S", "C", "C", "S", "S", "C", "S", "S", "H", "H", "H", "O", "C", "N"],
  "xyz": [[0.154229, 0.180017, 1.591850], [2.550609, -2.247778, -0.520327], [2.589390, -1.179076, 0.393815], [3.897582, -0.749655, 0.661123], [1.829455, -0.065147, -0.147123], [1.932182, -1.553487, 1.615820], [-1.744851, 6.645266, -2.217990], [-0.091469, 6.947215, -1.531384], [0.929155, 5.750149, -2.466921], [1.343859, 4.539279, -1.637028], [0.116915, 3.816468, -1.087580], [0.413078, 2.557076, -0.415927], [1.127655, 2.501194, 1.143305], [0.468634, 3.999401, 1.956620], [1.072905, 5.247347, 1.841161], [0.446105, 6.364268, 2.364636], [-0.766699, 6.238559, 3.020799], [-1.356621, 4.992453, 3.166225], [-0.742427, 3.875012, 2.629632], [2.896009, 2.801093, 0.951048], [3.579032, 3.268851, 2.075813], [4.955180, 3.376983, 2.055061], [5.658818, 3.004842, 0.920054], [4.983828, 2.525277, -0.191921], [3.606408, 2.405544, -0.177287], [-0.688959, 1.235712, -0.572548], [-2.347810, 2.014612, -0.497549], [-3.037311, 1.933894, 0.706985], [-4.278068, 2.529557, 0.847623], [-4.829447, 3.229363, -0.212013], [-4.146832, 3.316380, -1.415638], [-2.919967, 2.692653, -1.569741], [-0.547445, 0.771897, -2.311981], [0.598981, 1.032627, -3.052693], [0.656984, 0.659935, -4.382547], [-0.416003, 0.005009, -4.967296], [-1.533296, -0.318093, -4.209579], [-1.597503, 0.051208, -2.879802], [-2.389844, 7.411531, -1.799666], [-2.099465, 5.661864, -1.922310], [-1.717464, 6.743594, -3.299448], [1.813539, 6.300738, -2.785598], [0.359782, 5.451456, -3.345528], [1.991307, 4.859270, -0.820784], [1.919274, 3.867723, -2.274736], [-0.545964, 3.586555, -1.924239], [-0.407630, 4.498686, -0.405836], [2.029032, 5.347597, 1.350076], [0.905399, 7.333967, 2.251403], [-1.252473, 7.113320, 3.421467], [-2.290163, 4.893460, 3.697461], [-1.181328, 2.890590, 2.732404], [3.023442, 3.540086, 2.962973], [5.478786, 3.736453, 2.928453], [6.737232, 3.066849, 0.916316], [5.539176, 2.221476, -1.064630], [3.079979, 1.983615, -1.018534], [-2.594870, 1.372115, 1.520626], [-4.813050, 2.444087, 1.781240], [-5.797827, 3.693718, -0.107082], [-4.571751, 3.870821, -2.238720], [-2.425948, 2.715945, -2.531957], [1.433520, 1.525259, -2.580472], [1.545989, 0.871569, -4.956192], [-0.376044, -0.280259, -6.008156], [-2.348405, -0.860951, -4.665721], [-2.461532, -0.192562, -2.276578], [-3.557193, -4.301662, -0.059953], [-2.776041, -4.757301, -1.297242], [-3.227538, -3.854047, -2.450293], [-3.179453, -6.195977, -1.626950], [-0.829225, -4.603051, -1.033757], [-0.756018, -2.455893, -0.186701], [0.210368, -4.587557, -2.694837], [1.707055, -4.776886, -2.433376], [0.057083, -3.247671, -3.415891], [-0.262913, -5.701788, -3.633772], [-0.099198, -5.799175, 0.344249], [1.262421, -5.283413, 0.819711], [0.043171, -7.212342, -0.228313], [-1.033173, -5.851344, 1.556114], [-4.621015, -4.452934, -0.234978], [-3.395458, -3.246399, 0.140114], [-3.291778, -4.858460, 0.829520], [-4.315934, -3.851811, -2.494206], [-2.867140, -4.211852, -3.410655], [-2.898801, -2.827604, -2.305129], [-4.210165, -6.210604, -1.979168], [-3.124170, -6.829901, -0.746477], [-2.557513, -6.628825, -2.404544], [2.093674, -4.019648, -1.754044], [2.248692, -4.679003, -3.374463], [1.926989, -5.767274, -2.043106], [0.518431, -2.442074, -2.852934], [-0.983602, -2.990373, -3.590704], [0.562869, -3.309031, -4.379132], [-0.195781, -6.681227, -3.166820], [0.367481, -5.717072, -4.521918], [-1.285235, -5.542166, -3.966440], [2.024238, -5.367786, 0.053010], [1.595726, -5.866892, 1.677426], [1.216523, -4.242516, 1.133075], [0.725319, -7.236022, -1.074611], [-0.918736, -7.604871, -0.551706], [0.438792, -7.884373, 0.532871], [-1.228375, -4.855463, 1.950817], [-0.570101, -6.437241, 2.349989], [-1.974746, -6.335541, 1.308155], [1.474934, 3.198231, 5.706516], [3.104790, 2.621296, 6.286120], [3.010073, 0.886897, 6.155774], [2.566225, 0.166529, 5.062373], [2.252419, 0.822848, 3.540258], [2.491620, -1.577377, 5.298620], [3.252749, -1.600533, 6.868116], [3.576158, -2.986164, 7.680036], [3.622918, -0.018094, 7.505805], [1.591396, 4.258999, 5.511519], [0.749855, 3.046755, 6.499503], [1.178753, 2.678330, 4.802110], [-2.242238, -1.719135, 4.443220], [-1.680080, -0.973433, 3.751005], [-1.134085, -0.144554, 3.093165]],
  "atomic_forces_ev_per_a": [[2.0, 2.9, -3.0], [0.1, -0.2, -0.7], [1.2, -2.5, 1.0], [1.0, 0.6, 0.0], [-2.5, 2.3, 0.3], [-0.2, -0.7, 0.7], [0.5, -0.1, 0.2], [0.0, 0.1, -0.1], [-0.1, 0.3, 0.4], [-0.3, 0.0, -0.1], [0.3, 0.5, -0.4], [0.0, -1.2, 0.8], [-1.4, -0.4, -0.6], [0.0, -0.9, 0.4], [0.2, -0.1, -0.1], [0.0, 0.0, 0.0], [0.0, 0.0, 0.0], [0.0, 0.0, 0.0], [0.0, -0.2, 0.0], [-0.3, -0.6, 0.5], [-0.1, 0.2, 0.0], [0.0, 0.1, 0.1], [-0.1, 0.0, 0.0], [0.0, 0.0, -0.1], [-0.1, 0.0, 0.0], [-0.2, 0.9, 1.4], [0.3, -0.7, 0.4], [0.2, -0.2, 0.1], [0.0, 0.1, 0.1], [0.0, 0.0, 0.0], [0.1, 0.0, -0.1], [0.0, 0.0, -0.2], [0.1, -0.8, 0.5], [0.0, 0.1, 0.2], [0.0, 0.0, -0.1], [0.0, -0.1, 0.1], [-0.1, 0.0, -0.1], [-0.1, 0.1, 0.1], [-0.1, 0.0, 0.0], [-0.2, -0.1, 0.0], [-0.1, 0.0, -0.1], [0.0, -0.1, -0.1], [0.0, 0.0, -0.1], [0.1, 0.0, 0.0], [0.1, -0.1, 0.0], [0.0, 0.0, 0.1], [-0.1, -0.2, -0.2], [0.0, 0.1, -0.1], [0.0, 0.1, 0.0], [-0.1, 0.1, 0.1], [-0.1, 0.0, 0.0], [-0.1, 0.0, 0.1], [0.1, 0.0, 0.0], [0.0, 0.0, 0.1], [0.1, 0.0, -0.1], [0.0, -0.1, -0.1], [0.0, 0.0, -0.1], [-0.1, 0.0, 0.1], [0.0, 0.0, 0.1], [-0.1, 0.1, 0.0], [-0.1, 0.0, -0.1], [0.0, 0.0, 0.0], [0.1, 0.1, 0.0], [0.1, 0.0, -0.1], [0.0, 0.0, -0.1], [-0.1, 0.0, 0.0], [-0.1, -0.1, 0.0], [0.2, 0.0, 0.0], [0.5, 0.2, 0.0], [0.2, -0.1, 0.0], [0.2, 0.0, 0.1], [-0.3, -0.7, 0.0], [0.1, 0.1, 0.1], [-0.2, 0.2, 0.4], [-0.1, 0.0, 0.1], [-0.1, 0.0, 0.1], [-0.1, 0.0, 0.2], [-0.3, 0.6, -0.4], [0.0, 0.0, -0.1], [-0.1, 0.2, -0.1], [0.0, 0.0, -0.2], [-0.2, 0.0, -0.1], [0.0, 0.1, 0.1], [0.0, 0.0, 0.1], [-0.2, 0.0, 0.0], [0.1, 0.0, -0.2], [0.0, 0.2, 0.0], [-0.2, 0.0, 0.0], [0.0, -0.2, 0.1], [0.0, -0.1, -0.1], [0.0, -0.1, 0.0], [0.0, 0.0, -0.2], [0.1, -0.1, 0.1], [0.1, 0.2, 0.1], [-0.1, 0.1, -0.1], [0.1, 0.0, -0.2], [0.0, -0.2, 0.0], [0.1, 0.0, -0.1], [-0.1, -0.1, 0.0], [0.1, 0.0, 0.0], [0.0, -0.1, 0.1], [0.0, 0.1, 0.1], [0.1, -0.1, -0.1], [-0.1, -0.1, 0.0], [0.0, -0.1, 0.1], [-0.1, 0.1, 0.1], [0.1, -0.1, 0.1], [-0.1, 0.0, 0.0], [0.1, -0.2, 0.2], [0.0, 0.0, -0.1], [0.4, 0.5, 1.0], [-0.5, -0.8, -1.2], [-0.3, -0.4, 0.5], [0.2, 0.6, 0.2], [0.1, -0.9, 0.2], [-0.1, 0.7, -0.3], [-0.4, 0.2, -0.6], [0.0, 0.1, 0.0], [-0.1, 0.0, 0.0], [0.0, 0.1, 0.0], [-0.5, -0.7, 0.6], [0.2, 0.3, -0.3], [0.8, 1.2, -1.5]]
}



(3)
{
  "formula": "C22H26Cl2N4O2",
  "method": "ωB97M-V/def2-TZVPD",
  "smiles": "Cc1cc2ncn(Cc3ccc(Cl)c(Cl)c3)c2cc1C.CNC(=O)[C@H](C)NC(C)=O",
  "homo_ev": -8.13,
  "orbital_gap_ev": 8.623,
  "elements": ["O", "O", "Cl", "Cl", "N", "C", "C", "C", "C", "C", "C", "C", "C", "C", "C", "C", "C", "C", "C", "C", "N", "N", "N", "C", "C", "C", "C", "C", "C", "C", "H", "H", "H", "H", "H", "H", "H", "H", "H", "H", "H", "H", "H", "H", "H", "H", "H", "H", "H", "H", "H", "H", "H", "H", "H", "H"],
  "xyz": [[-0.872204, -3.686344, 3.089502], [-3.884617, -3.338478, 0.127861], [1.911767, 7.858510, -3.578757], [0.429282, 5.040060, -3.476908], [4.134275, 1.901944, 1.486140], [-2.081359, -3.671838, 2.923140], [-4.637124, -3.094161, 1.067027], [4.788740, 2.587733, 0.576842], [4.130606, 6.489357, -2.763340], [2.318725, 0.197403, 1.250759], [2.599743, 0.603574, -1.502083], [4.834817, 5.338192, -2.386388], [2.826877, 4.033247, -2.685215], [2.775479, 6.414136, -3.105109], [2.121320, 5.177325, -3.063157], [3.256637, 1.106326, 0.765111], [3.395307, 1.311099, -0.596290], [1.495286, -0.514897, 0.360104], [1.639359, -0.309265, -1.032294], [4.186459, 4.094208, -2.345848], [-5.927380, -3.455163, 1.057508], [4.385398, 2.266782, -0.715619], [-2.693459, -2.546697, 2.556915], [-2.885012, -4.935709, 3.163972], [0.485244, -1.493615, 0.910934], [0.776578, -1.049161, -2.025248], [-6.551929, -4.215437, -0.025214], [4.927699, 2.834637, -1.960036], [-4.382140, -0.836231, 2.205333], [-4.125126, -2.345238, 2.316737], [5.555936, 3.319088, 0.810380], [4.632604, 7.451517, -2.793688], [2.238792, 0.057919, 2.323309], [2.723538, 0.763908, -2.567575], [5.886986, 5.418006, -2.128532], [2.293697, 3.089550, -2.654371], [-6.499316, -3.202915, 1.847679], [-2.079737, -1.769130, 2.377073], [-3.318762, -5.271499, 2.223974], [-2.212635, -5.706921, 3.538368], [-3.661412, -4.747654, 3.901543], [-0.504863, -1.305039, 0.485385], [0.782747, -2.518620, 0.668288], [0.410051, -1.408015, 1.999314], [1.118040, -0.876281, -3.050145], [-0.261328, -0.711942, -1.946328], [0.812887, -2.125807, -1.832584], [-7.638163, -4.132847, 0.027988], [-6.212924, -3.834487, -0.991328], [-6.265697, -5.266298, 0.048854], [5.994840, 3.042219, -1.831000], [4.841120, 2.099806, -2.767249], [-5.449472, -0.648955, 2.084145], [-4.036396, -0.330650, 3.108127], [-3.853052, -0.432297, 1.340084], [-4.676725, -2.714955, 3.181908]],
  "atomic_forces_ev_per_a": [[0.2, 0.1, 0.0], [-0.4, 0.1, 0.6], [0.4, -0.4, 0.2], [0.5, 0.0, 0.1], [0.5, 0.6, -0.5], [1.1, -1.4, 0.5], [1.4, -0.1, -1.0], [-1.0, -1.0, 0.1], [-0.2, -0.4, 0.0], [-0.5, -0.4, -0.5], [-0.2, -0.2, 0.0], [-0.7, 0.0, -0.2], [0.1, 0.3, 0.0], [0.2, 0.0, 0.1], [0.2, -0.1, 0.1], [-0.2, -0.2, 0.8], [-0.2, -0.2, -0.2], [0.6, 0.6, 0.7], [0.8, 0.7, -0.2], [-0.2, 0.7, -0.3], [-1.0, 0.1, 0.3], [0.9, 0.4, -0.3], [-1.7, 1.0, -0.5], [0.1, 0.3, -0.1], [0.2, 0.2, -0.1], [0.2, 0.0, 0.1], [0.4, 0.1, 0.0], [-0.4, 0.0, 0.4], [-0.1, -0.3, -0.1], [0.4, 0.1, 0.2], [-0.1, -0.1, -0.3], [-0.1, -0.1, 0.0], [-0.1, -0.1, -0.1], [-0.1, -0.1, -0.1], [-0.1, 0.0, 0.0], [0.0, 0.1, 0.0], [0.1, -0.1, 0.0], [0.1, 0.0, -0.1], [-0.2, 0.0, 0.0], [0.0, 0.2, -0.1], [-0.2, -0.1, 0.0], [0.0, -0.2, 0.0], [-0.2, 0.0, 0.1], [0.1, -0.1, -0.2], [-0.1, 0.0, 0.2], [0.0, -0.2, 0.0], [-0.1, 0.1, 0.0], [0.2, 0.1, 0.1], [0.0, 0.0, 0.2], [-0.1, 0.0, -0.1], [-0.2, 0.0, 0.1], [0.0, -0.1, 0.3], [0.1, 0.1, 0.0], [0.0, 0.0, -0.1], [0.0, 0.0, 0.0], [-0.1, -0.1, 0.1]]
}